Run P
# C2H3NO3

2 unconnected molecules or ions with the total composition C2H3NO3 (the ωB97M-V functional and the def2-TZVPD basis, the OMol25 dataset).

Atoms and positions in Å:
C1 0.719 -0.649 0.761
C2 -0.374 0.041 0.082
N1 -0.347 0.823 -1.064
O1 -1.358 1.064 -1.683
O2 0.811 1.163 -1.248
O3 -0.305 -1.286 -0.009
H1 1.745 -0.666 0.211
H2 0.734 -0.783 1.799
H3 -1.624 0.292 1.152

Calculated values
- HOMO energy (eV) = -10.471
- frontier orbital gap (eV) = 9.65

natural (NBO) atomic charge list, values in e, 5 entries:
1. C -0.119
2. C 0.256
3. N 0.459
4. O -0.314
5. O -0.351

=====

Run Q
# C2H3NO3

A molecular structure, C2H3NO3 (the ωB97M-V functional and the def2-TZVPD basis, the OMol25 dataset).

Atoms and positions in Å:
O1 -0.918 2.230 -0.562
C1 -1.152 1.029 -0.626
N1 -0.406 -0.083 -0.326
C2 1.338 -0.808 0.182
O2 0.945 -1.137 1.419
O3 2.462 -0.371 -0.058
H1 -2.074 0.587 -0.991
H2 -0.607 -1.104 -0.462
H3 0.412 -0.342 1.425

Calculated values
- HOMO energy (eV) = -10.310
- frontier orbital gap (eV) = 8.48

natural (NBO) atomic charge list, values in e, 5 entries:
1. O -0.559
2. C 0.516
3. N -0.819
4. C 0.899
5. O -0.653

=====

Run R
# C2H3NO3

C2H3NO3 in the gas phase (the ωB97M-V functional and the def2-TZVPD basis, the OMol25 dataset).

Atoms and positions in Å:
C1 1.375 0.674 -0.006
C2 0.301 -0.148 -0.011
N1 -1.324 0.271 -0.097
O1 -1.533 1.438 0.102
O2 -1.980 -0.730 -0.255
O3 0.340 -1.519 0.001
H1 2.317 0.202 0.156
H2 1.053 1.756 0.085
H3 -0.551 -1.944 0.027

Calculated values
- HOMO energy (eV) = -9.919
- frontier orbital gap (eV) = 9.57

natural (NBO) atomic charge list, values in e, 5 entries:
1. C -0.521
2. C 0.362
3. N 0.535
4. O -0.321
5. O -0.374

=====

Run S
# C2H3NO3

2 unconnected molecules or ions with the total composition C2H3NO3 (the ωB97M-V functional and the def2-TZVPD basis, the OMol25 dataset).

Atoms and positions in Å:
C1 1.868 -1.092 -0.666
C2 -1.005 0.502 0.738
N1 -1.259 0.534 -0.729
O1 2.670 -0.502 -1.217
O2 1.108 -1.693 -0.100
O3 -0.228 0.360 -1.433
H1 -1.839 0.010 1.226
H2 -1.262 1.616 0.993
H3 -0.054 0.266 1.189

Calculated values
- HOMO energy (eV) = -9.804
- frontier orbital gap (eV) = 9.36

natural (NBO) atomic charge list, values in e, 5 entries:
1. C 1.031
2. C -0.524
3. N 0.159
4. O -0.513
5. O -0.521

=====

Stability summary: most stable run S, least stable run P.

=====

Run P
# C2H3NO3

2 unconnected molecules or ions with the total composition C2H3NO3 (the ωB97M-V functional and the def2-TZVPD basis, the OMol25 dataset).

Atoms and positions in Å:
C1 -0.824 -1.888 -0.331
C2 0.259 0.714 0.439
N1 -0.182 1.600 -0.361
O1 -0.959 -2.111 0.788
O2 -0.665 -1.670 -1.446
O3 1.595 0.411 0.344
H1 -0.254 0.093 1.220
H2 -1.016 2.053 -0.218
H3 2.048 0.798 -0.434

Calculated values
- HOMO energy (eV) = -10.265
- frontier orbital gap (eV) = 10.88

natural (NBO) atomic charge list, values in e, 5 entries:
1. C 1.023
2. C 0.394
3. N -0.727
4. O -0.523
5. O -0.497

=====

Run Q
# C2H3NO3

C2H3NO3 in the gas phase (the ωB97M-V functional and the def2-TZVPD basis, the OMol25 dataset).

Atoms and positions in Å:
C1 -0.840 0.148 -0.214
C2 0.026 1.290 -0.125
H1 1.664 -0.909 0.645
H2 -0.713 -1.817 0.057
H3 -0.258 2.323 -0.632
N1 -0.166 -1.040 -0.055
O1 1.202 -1.243 -0.087
O2 -2.141 0.007 0.205
O3 1.224 1.241 0.206

Calculated values
- HOMO energy (eV) = -10.091
- frontier orbital gap (eV) = 8.78

natural (NBO) atomic charge list, values in e, 5 entries:
1. C 0.462
2. C 0.328
3. H 0.490
4. H 0.393
5. H 0.159

=====

Stability summary: most stable run P, least stable run Q.

=====

Run P
# C6H8S2

C6H8S2 in the gas phase (the ωB97M-V functional and the def2-TZVPD basis, the OMol25 dataset).

Atoms and positions in Å:
C1 -2.737 1.031 -0.365
C2 -2.050 -0.071 0.399
C3 -1.033 -0.915 -0.368
C4 -0.116 -2.076 -0.196
C5 0.742 0.522 0.166
C6 -0.628 0.110 0.784
H1 -3.761 0.701 -0.665
H2 -3.049 1.823 0.267
H3 -2.211 1.422 -1.224
H4 -2.543 -0.517 1.206
H5 -1.005 -0.491 -1.320
H6 -0.226 -2.675 0.715
H7 -0.042 -2.775 -1.016
H8 -0.310 -0.435 1.725
S1 1.529 -1.197 -0.054
S2 1.475 1.906 -0.084

Calculated values
- HOMO energy (eV) = -8.468
- frontier orbital gap (eV) = 8.50

natural (NBO) atomic charge list, values in e, 5 entries:
1. C -0.616
2. C -0.162
3. C -0.235
4. C -0.495
5. C -0.250

=====

Run Q
# C6H8S2

C6H8S2 in the gas phase (the ωB97M-V functional and the def2-TZVPD basis, the OMol25 dataset).

Atoms and positions in Å:
C1 -2.657 -0.082 -0.170
C2 -0.137 -0.809 0.693
C3 2.212 -0.822 -0.712
C4 2.011 0.483 -0.831
C5 1.126 1.214 0.073
C6 0.189 0.643 0.854
H1 -3.475 -0.325 -0.844
H2 -2.935 -0.297 0.874
H3 -2.413 1.004 -0.312
H4 -0.550 -1.221 1.630
H5 2.993 -1.359 -1.275
H6 2.631 1.038 -1.522
H7 1.377 2.300 0.218
H8 -0.383 1.218 1.605
S1 -1.309 -1.143 -0.686
S2 1.322 -1.843 0.405

Calculated values
- HOMO energy (eV) = -8.196
- frontier orbital gap (eV) = 8.82

natural (NBO) atomic charge list, values in e, 5 entries:
1. C -0.769
2. C -0.519
3. C -0.328
4. C -0.284
5. C -0.196

=====

Run R
# C6H8S2

A molecular structure, C6H8S2 (the ωB97M-V functional and the def2-TZVPD basis, the OMol25 dataset).

Atoms and positions in Å:
C1 0.843 -0.374 0.102
C2 -0.295 -0.725 -0.933
C3 -1.433 0.072 -0.564
C4 -0.677 1.046 0.373
C5 0.117 0.154 1.381
C6 0.618 1.140 -0.194
H1 2.329 -2.384 -0.075
H2 0.148 -0.496 -1.918
H3 -0.556 -1.783 -0.990
H4 -1.991 0.648 -1.503
H5 -2.287 -0.482 -0.110
H6 -1.371 1.876 0.727
H7 -0.546 -0.566 2.028
H8 0.819 0.612 2.094
S1 2.441 -0.968 -0.073
S2 1.842 2.230 -0.344

Calculated values
- HOMO energy (eV) = -8.461
- frontier orbital gap (eV) = 8.50

natural (NBO) atomic charge list, values in e, 5 entries:
1. C -0.293
2. C -0.426
3. C -0.386
4. C -0.322
5. C -0.397

=====

Stability summary: most stable run Q, least stable run P.

=====

Run P
# C3H3NO4

C3H3NO4 in the gas phase (the ωB97M-V functional and the def2-TZVPD basis, the OMol25 dataset).

Atoms and positions in Å:
C1 1.034 -1.832 1.532
C2 -0.221 0.012 -1.056
C3 -0.406 1.165 -0.086
H1 0.061 -2.108 1.773
H2 1.634 -1.695 2.533
H3 1.617 -2.552 0.705
N1 0.896 -0.325 0.708
O1 0.168 -1.110 -0.440
O2 -0.939 -0.243 -2.072
O3 -0.504 2.442 -0.319
O4 -0.229 0.481 1.293

Calculated values
- HOMO energy (eV) = -11.181
- frontier orbital gap (eV) = 9.62

natural (NBO) atomic charge list, values in e, 5 entries:
1. C -0.410
2. C 0.621
3. C 0.682
4. H 0.205
5. H 0.218

=====

Run Q
# C3H3NO4

C3H3NO4 in the gas phase (the ωB97M-V functional and the def2-TZVPD basis, the OMol25 dataset).

Atoms and positions in Å:
C1 -1.142 -0.296 -0.068
C2 -0.485 -1.356 0.121
C3 -0.041 0.800 -0.060
H1 -2.585 1.019 -0.079
H2 -0.779 -2.313 0.153
H3 1.925 0.799 0.857
N1 1.110 -0.136 -0.444
O1 -2.419 -0.048 -0.007
O2 0.822 -1.468 0.125
O3 2.212 0.327 0.044
O4 -0.155 2.010 0.114

Calculated values
- HOMO energy (eV) = -9.261
- frontier orbital gap (eV) = 9.61

natural (NBO) atomic charge list, values in e, 5 entries:
1. C 0.110
2. C 0.080
3. C 0.567
4. H 0.511
5. H 0.194

=====

Run R
# C3H3NO4

2 unconnected molecules or ions with the total composition C3H3NO4 (the ωB97M-V functional and the def2-TZVPD basis, the OMol25 dataset).

Atoms and positions in Å:
C1 0.530 0.450 0.151
C2 -1.070 -0.638 -1.160
C3 0.313 -0.801 0.590
H1 0.895 2.338 0.322
H2 -0.832 1.503 -1.290
H3 0.899 -0.845 2.498
N1 -0.222 0.509 -1.039
O1 1.373 1.436 0.542
O2 -1.996 -0.847 -1.904
O3 -0.721 -1.454 -0.144
O4 0.831 -1.649 1.435

Calculated values
- HOMO energy (eV) = -8.262
- frontier orbital gap (eV) = 7.65

natural (NBO) atomic charge list, values in e, 5 entries:
1. C 0.277
2. C 0.870
3. C 0.425
4. H 0.488
5. H 0.400

=====

Stability summary: most stable run R, least stable run P.

=====

Run P
# H33O16

A molecular structure, H33O16 (the ωB97M-V functional and the def2-TZVPD basis, the OMol25 dataset).

Atoms and positions in Å:
O1 0.471 -1.171 -0.653
H1 0.509 -1.740 -1.433
H2 -0.071 -0.401 -0.953
O2 1.332 -0.527 3.150
H3 1.253 0.115 2.422
H4 2.288 -0.737 3.159
O3 -3.264 -2.846 2.723
H5 -2.682 -3.127 1.959
H6 -2.604 -2.612 3.387
O4 -1.353 -2.726 0.943
H7 -0.660 -2.922 1.588
H8 -1.198 -3.244 0.132
O5 -0.561 0.832 1.214
H9 -1.218 0.446 0.489
H10 -0.028 1.453 0.653
O6 0.706 1.071 -4.495
H11 1.557 1.532 -4.568
H12 0.116 1.079 -5.243
O7 3.114 2.196 -3.240
H13 3.730 2.698 -3.795
H14 3.688 1.535 -2.767
O8 -3.824 -0.456 1.946
H15 -3.446 -1.401 2.066
H16 -4.768 -0.657 1.953
O9 -0.824 0.024 4.539
H17 -1.619 1.009 3.459
O10 3.836 -0.049 -2.018
H18 3.145 -0.021 -1.332
H19 3.400 -0.528 -2.735
O11 -2.600 0.148 -0.280
H20 -3.167 0.221 0.537
H21 -2.707 -0.801 -0.432
O12 0.970 2.422 -0.288
H22 1.717 1.977 -0.713
H23 1.227 3.359 -0.266
O13 2.018 -0.993 -3.669
H24 2.257 -1.382 -4.520
H25 1.406 -0.235 -3.854
O14 -2.168 1.573 2.838
H26 -1.433 1.328 1.864
H27 -2.966 1.036 2.670
O15 -0.646 0.931 -2.086
H28 -0.979 1.747 -1.714
H29 -0.011 1.171 -2.791
O16 2.205 -0.088 0.130
H30 2.997 -0.504 0.495
H31 1.716 -0.739 -0.414
H32 -1.008 0.111 5.476
H33 0.146 -0.108 4.466

Calculated values
- total charge = +1
- HOMO energy (eV) = -13.230
- frontier orbital gap (eV) = 10.72

natural (NBO) atomic charge list, values in e, 5 entries:
1. O -0.938
2. H 0.491
3. H 0.518
4. O -0.975
5. H 0.507

=====

Run Q
# H33O16

16 unconnected molecules or ions with the total composition H33O16 (the ωB97M-V functional and the def2-TZVPD basis, the OMol25 dataset).

Atoms and positions in Å:
O1 0.274 2.045 4.750
H1 0.193 2.313 3.832
H2 -0.515 2.167 5.283
O2 1.039 -2.313 -0.212
H3 3.944 2.921 -0.924
H4 1.848 -2.394 0.307
O3 3.652 2.140 -0.446
H5 4.174 1.425 -0.819
H6 -1.949 0.342 -0.848
O4 2.440 0.805 4.951
H7 1.656 0.265 5.036
H8 -0.567 0.123 4.224
O5 -1.446 -2.864 1.134
H9 -0.984 -3.290 0.393
H10 -1.014 -3.394 1.820
O6 -2.566 0.898 -4.066
H11 -2.670 1.851 -4.166
H12 2.738 0.485 1.051
O7 2.632 -4.391 -1.445
H13 2.561 -3.442 -1.527
H14 2.978 -4.676 -0.600
O8 2.700 -0.684 -2.395
H15 2.422 1.113 4.049
H16 2.369 -0.693 -3.305
O9 -1.634 -0.044 -1.768
H17 -2.082 0.559 -2.415
O10 2.613 -0.160 1.750
H18 -1.802 4.717 0.766
H19 2.662 0.420 2.510
O11 0.119 1.769 -4.278
H20 -0.023 2.684 -4.045
H21 0.846 1.499 -3.705
O12 -3.048 1.482 -0.516
H22 -2.738 0.623 -4.976
H23 -2.656 2.286 -0.110
O13 -1.368 -0.198 3.778
H24 -1.993 0.032 4.479
H25 -3.108 1.025 0.376
O14 -1.621 3.789 0.640
H26 -1.010 3.668 -0.085
H27 -1.874 -0.974 -1.995
O15 -1.110 -2.593 -2.340
H28 -0.331 -3.133 -2.209
H29 -1.704 -3.226 -2.752
O16 -2.756 -0.474 1.134
H30 -1.952 -0.989 0.974
H31 0.586 -1.551 0.150
H32 3.613 -0.932 -2.603
H33 -3.536 -1.032 1.161

Calculated values
- total charge = +1
- HOMO energy (eV) = -12.964
- frontier orbital gap (eV) = 10.15

natural (NBO) atomic charge list, values in e, 5 entries:
1. O -0.964
2. H 0.485
3. H 0.487
4. O -0.970
5. H 0.480

=====

Stability summary: most stable run P, least stable run Q.